(1)
Below is a 12-piece molecular cluster, C53H126BN6O24 overall in a non-equilibrium geometry, with properties calculated with ωB97M-V with the def2-TZVPD basis set.

XYZ file:
```
210
Properties=species:S:1:pos:R:3:forces:R:3
O 1.06082 -3.77020 0.28218 0.69 3.13 -0.76
C 1.37498 -2.60298 -0.00224 0.85 -1.71 0.73
O 0.76906 -1.76350 -0.79734 -0.54 -0.69 -0.21
B 1.54596 -0.50967 -1.03172 -1.09 0.07 0.69
O 2.56890 -0.53851 -0.00419 0.95 -1.49 0.50
C 2.67114 -1.78045 0.52190 1.97 -1.01 3.13
O 3.52862 -2.17627 1.37367 -3.60 1.72 -3.79
O 0.63071 0.65809 -0.88496 0.74 0.47 -2.26
C 0.57589 1.27920 -2.12242 -0.44 -1.01 1.03
O -0.03983 2.26010 -2.40568 0.24 -0.24 0.26
C 1.42380 0.41805 -3.11154 1.46 1.23 -2.82
O 2.05059 -0.51111 -2.41758 -0.41 0.13 0.02
O 1.62453 0.66028 -4.32037 -0.90 -0.87 3.56
C 4.55101 -2.00170 -4.02562 -0.66 -0.55 -0.38
C 3.63024 -2.02424 -5.26411 2.01 0.82 -0.12
C 4.13075 -1.04543 -6.35442 -1.18 0.59 0.70
O 3.63165 -3.32922 -5.82434 -1.08 -0.52 0.23
H 4.38732 -1.13247 -3.38863 0.24 0.13 -0.26
H 5.59010 -2.13287 -4.32763 0.14 0.18 0.16
H 4.23934 -2.87261 -3.44900 0.22 -0.10 0.26
H 2.65808 -1.73368 -4.86589 -0.30 -0.39 -0.67
H 4.91980 -1.44821 -6.98943 0.17 -0.08 0.32
H 4.42027 -0.11370 -5.86845 0.41 0.01 -0.08
H 3.31240 -0.73890 -7.00592 -0.10 -0.27 -0.19
H 4.52539 -3.55681 -6.09086 0.12 0.17 0.04
C 0.01542 6.64001 -1.68215 1.45 -0.31 -0.16
C -0.07176 5.84409 -3.00409 -2.07 1.45 -0.10
C -1.45916 5.19908 -3.07905 0.24 -0.73 -0.62
O 0.02290 6.79765 -4.12660 0.37 -0.97 1.03
H -0.81786 7.29873 -1.43758 -0.42 -0.31 -0.39
H 0.88097 7.30124 -1.72326 0.21 -0.01 -0.03
H 0.19437 5.97849 -0.83452 -0.19 -0.13 0.08
H 0.66724 5.05422 -3.13851 0.27 0.44 0.07
H -2.29535 5.88667 -2.95213 0.16 0.33 0.28
H -1.55363 4.37670 -2.36991 -0.01 0.10 0.03
H -1.58912 4.77309 -4.07390 0.04 -0.13 -0.03
H -0.64751 7.44265 -3.88972 -0.08 0.29 -0.27
C -2.71838 -3.90649 -0.49502 0.39 -0.07 0.83
C -3.57177 -2.75054 0.03846 0.70 -0.74 -2.01
C -2.84385 -1.45882 -0.21316 0.72 0.01 0.65
O -4.75860 -2.74033 -0.76600 -1.06 -0.11 1.22
H -1.77681 -3.96030 0.05145 0.36 0.23 -0.20
H -2.53360 -3.73354 -1.55523 0.23 -0.14 -0.03
H -3.13675 -4.90372 -0.35867 -0.60 0.06 -0.09
H -3.75878 -2.85800 1.10691 -0.71 -0.12 -0.15
H -1.80361 -1.57090 0.09254 0.11 0.21 0.30
H -3.31536 -0.67211 0.37579 0.08 0.33 -0.49
H -2.77408 -1.25733 -1.28209 -0.37 0.26 -0.01
H -4.50173 -2.72464 -1.69085 0.24 0.04 -0.01
C 3.53770 -7.18497 -2.01900 -0.19 0.44 -0.38
C 4.55444 -6.07063 -1.77033 -0.52 -0.20 -0.22
C 3.92917 -4.89016 -1.03525 0.48 -0.42 -0.23
O 5.60689 -6.66443 -1.06039 0.87 0.06 0.49
H 4.01445 -8.03805 -2.50177 0.03 0.05 0.01
H 2.72099 -6.83298 -2.64921 -0.16 -0.03 -0.04
H 3.12998 -7.50623 -1.06053 -0.10 -0.07 0.11
H 4.97170 -5.73496 -2.71971 0.08 0.00 -0.06
H 3.44136 -5.25813 -0.13262 -0.53 0.11 -0.10
H 3.25721 -4.42196 -1.75452 -0.37 0.20 0.45
H 4.65769 -4.16423 -0.67419 0.19 0.02 -0.34
H 5.27025 -6.79087 -0.17029 0.21 -0.11 0.28
C 0.88698 -3.88773 -3.55084 -0.71 2.04 -0.68
C -0.39466 -3.00738 -3.87734 0.90 -1.10 -0.25
C -0.42616 -2.34836 -5.27866 0.56 -0.11 1.31
O -1.50229 -3.90014 -3.82381 -0.50 -0.17 0.14
H 1.65822 -3.15302 -3.31952 0.34 -0.26 0.38
H 1.25836 -4.40965 -4.43275 -0.22 -0.29 -0.04
H 0.66932 -4.53969 -2.70487 0.13 0.09 -0.04
H -0.52095 -2.30496 -3.05346 -0.10 0.15 -0.11
H 0.37166 -1.61216 -5.37660 0.06 0.01 -0.18
H -1.38560 -1.84759 -5.40831 0.03 -0.11 -0.11
H -0.28915 -3.14827 -6.00630 -0.03 0.14 -0.24
H -1.23037 -4.57786 -4.44699 -0.42 -0.37 -0.10
C -2.40655 3.67366 0.09104 -0.81 -0.32 0.07
O -3.77443 3.30605 -0.13168 0.73 0.09 -0.35
C -4.70778 4.20422 0.44335 0.48 -0.59 -0.12
C -5.87751 4.18986 -0.46717 -1.33 0.79 -0.53
N -6.93811 5.12097 0.00668 -0.14 -0.18 -0.76
C -8.14697 5.10782 -0.85017 -0.34 0.32 0.19
C -9.23531 6.15377 -0.42669 0.73 -0.69 -0.01
O -9.85266 5.71521 0.76726 -0.44 0.16 0.78
C -10.80476 6.65587 1.31905 1.31 -0.34 -0.86
H -2.22760 3.55675 1.15987 0.54 0.12 0.07
H -2.20252 4.69086 -0.24329 -0.13 0.25 0.20
H -1.76637 3.03124 -0.51359 -0.11 -0.26 0.23
H -4.29487 5.21295 0.45192 -0.01 0.11 0.45
H -5.01000 3.83431 1.42311 0.24 0.31 0.47
H -6.27454 3.18335 -0.59909 0.08 -0.33 0.03
H -5.46526 4.50327 -1.42630 -0.45 0.19 -0.26
H -7.23002 4.78668 0.91396 -0.06 0.09 0.28
H -8.61127 4.12281 -0.89788 -0.31 -0.33 0.44
H -7.86424 5.23129 -1.89560 0.22 0.67 0.01
H -10.02164 6.27263 -1.17212 0.06 -0.18 -0.49
H -8.77322 7.13274 -0.29939 0.22 0.16 0.16
H -10.27046 7.53870 1.67007 0.08 0.08 0.32
H -11.33127 6.16832 2.13953 0.00 0.05 -0.26
H -11.45311 7.01684 0.52064 -0.48 -0.22 0.04
C -0.83466 -12.03920 4.34701 -0.96 0.43 -0.32
O -1.83508 -11.19400 3.68087 -0.48 -0.87 -1.25
C -2.66726 -11.87700 2.69083 0.68 0.66 0.90
C -3.69745 -10.86992 2.14451 -1.46 1.49 0.83
N -3.14608 -9.76717 1.38560 2.04 -3.02 -0.74
C -2.51774 -10.13768 0.13365 0.97 1.97 -1.22
C -1.74926 -8.95532 -0.52086 -0.14 -0.17 0.80
O -0.93575 -8.25822 0.40943 -0.71 -0.11 -0.48
C -0.36846 -7.09243 -0.22786 0.05 0.27 -0.58
H -0.00325 -12.25692 3.67660 -0.21 -0.30 -0.10
H -1.36765 -12.90884 4.73140 0.36 -0.30 -0.16
H -0.42812 -11.50371 5.20496 -0.30 0.31 -0.21
H -3.27707 -12.67676 3.11110 0.05 -0.04 0.42
H -2.14678 -12.32228 1.84294 0.60 0.10 0.07
H -4.13001 -10.35469 3.00214 -0.16 -0.33 0.37
H -4.53214 -11.30905 1.59810 0.38 -0.38 -0.18
H -2.48005 -9.25897 1.94973 0.12 1.25 0.31
H -3.14450 -10.52467 -0.66979 -0.58 -0.26 0.58
H -1.76437 -10.89348 0.35569 0.05 -0.41 0.54
H -2.56504 -8.36293 -0.93520 0.29 0.71 -0.23
H -1.11431 -9.33276 -1.32242 -0.20 -0.19 -0.25
H 0.24763 -7.33386 -1.09403 0.39 -0.63 0.14
H 0.24184 -6.51257 0.46450 -0.33 -0.19 0.14
H -1.13812 -6.47887 -0.69612 -0.35 0.25 0.56
C -3.12165 7.94566 6.73115 1.06 0.25 -1.20
O -1.97766 7.20496 6.28520 0.13 -0.03 -0.04
C -0.89803 8.04042 5.80514 0.57 -1.96 0.76
C 0.32320 7.08124 5.42396 -0.69 0.90 -0.60
N 0.06355 6.32692 4.19267 -0.62 -0.09 0.46
C 1.19775 5.48258 3.80759 -0.02 0.85 -0.86
C 0.81085 4.50637 2.66924 0.25 -0.16 0.52
O 1.82832 3.54672 2.47095 0.88 0.56 0.62
C 1.67179 2.56076 1.48427 -0.01 0.35 -0.42
H -3.66452 8.27627 5.84565 -0.38 0.01 -0.07
H -2.75280 8.85849 7.19890 -0.29 0.01 0.62
H -3.77661 7.33767 7.35523 0.38 0.02 0.06
H -0.60820 8.67430 6.64317 0.27 0.22 0.05
H -1.23478 8.67974 4.98907 0.16 -0.18 -0.34
H 0.60377 6.35758 6.18927 -0.46 0.21 0.78
H 1.23016 7.66972 5.28539 -0.08 0.41 -0.15
H -0.73239 5.76460 4.45797 -0.25 -0.43 -0.34
H 1.75470 5.06027 4.64398 -0.26 -0.65 0.18
H 1.87066 6.22018 3.37027 0.52 -0.21 -0.12
H 0.64869 5.14480 1.80078 -0.13 -0.20 -0.38
H -0.10128 3.95556 2.89887 -0.46 0.14 0.12
H 1.75180 2.94978 0.46920 -0.35 0.45 -0.21
H 0.71473 2.04772 1.57873 -0.02 -0.29 0.03
H 2.52919 1.88943 1.53208 -0.23 -0.23 0.50
C -1.08821 -5.69789 3.40456 0.12 0.66 0.17
O -0.34751 -4.68176 4.10650 -1.37 -1.42 1.02
C 0.59433 -3.98330 3.34892 1.44 0.92 0.55
C 1.54797 -3.04536 4.26114 -1.97 0.33 -0.20
N 0.82493 -1.84256 4.83461 0.97 -1.03 -0.39
C 0.60640 -0.74460 3.88302 0.46 -0.51 0.09
C -0.33791 0.32757 4.36391 -0.82 0.09 -0.65
O -1.65757 -0.17535 4.54168 -1.08 -0.39 0.00
C -2.33298 -0.70841 3.37840 0.71 0.25 0.49
H -1.91084 -5.32802 2.79254 0.20 0.76 -0.47
H -1.65147 -6.34525 4.07670 0.61 0.05 0.70
H -0.45261 -6.31419 2.76874 0.27 -0.02 0.01
H 0.02317 -3.39492 2.63081 0.49 0.19 -0.45
H 1.25938 -4.71114 2.88408 0.04 0.10 -0.58
H 2.43134 -2.74015 3.70023 -0.20 0.05 -0.25
H 1.90111 -3.61113 5.12327 -0.10 -0.26 -0.08
H -0.02922 -2.27225 5.16001 -0.54 0.64 0.13
H 0.26468 -1.16203 2.93588 -0.25 0.23 -0.43
H 1.55423 -0.25731 3.65438 0.27 -0.10 0.13
H -0.40137 1.16942 3.67444 0.25 -0.10 -0.77
H -0.02695 0.86023 5.26262 -0.06 -0.76 0.51
H -1.80876 -1.58277 2.99267 0.08 -0.11 -0.09
H -2.44889 0.00830 2.56539 0.33 0.35 -0.01
H -3.34598 -1.02369 3.62847 0.15 0.11 0.55
C 5.35482 0.34325 2.32259 -0.23 0.27 0.22
O 6.38736 1.25536 2.71485 -0.45 0.38 -0.07
C 6.32995 2.55719 2.06321 1.01 -1.36 0.31
C 7.34154 3.48690 2.70594 -0.05 -1.42 -0.69
N 7.43021 4.67142 1.87755 -0.07 0.45 0.02
C 8.08251 5.73541 2.60601 0.02 0.74 0.49
C 8.10615 7.11136 1.91925 0.06 -0.21 -1.00
O 6.80856 7.61978 1.66440 -0.13 -0.30 0.60
C 6.76395 8.97581 1.25577 -0.27 -0.90 -0.15
H 5.37244 0.09742 1.26082 -0.07 0.35 -0.18
H 4.37714 0.70157 2.64483 -0.25 0.50 -0.43
H 5.37157 -0.62182 2.82902 0.98 0.12 0.29
H 5.37587 3.06911 2.18887 -0.50 -0.47 -0.43
H 6.68324 2.41049 1.04254 -0.73 0.15 -0.40
H 8.31979 3.00673 2.68203 0.09 -0.09 0.24
H 7.00213 3.52551 3.74102 0.21 0.96 0.41
H 6.51195 4.99688 1.61113 -0.28 0.00 -0.04
H 9.09975 5.41363 2.82916 0.28 0.18 -0.22
H 7.60631 5.78660 3.58514 -0.11 0.61 0.38
H 8.58563 7.03173 0.94362 0.28 -0.42 -0.30
H 8.71270 7.87225 2.41041 0.00 -0.15 0.80
H 7.33284 9.15315 0.34307 0.19 -0.09 -0.19
H 7.14694 9.64293 2.02801 -0.18 0.13 0.18
H 5.70663 9.11227 1.02869 0.13 0.55 0.16
C 0.31450 1.09397 -7.39376 -1.28 -0.24 0.02
C -0.75863 1.94917 -6.63965 0.94 -0.70 -0.43
C -1.66909 1.18716 -5.58775 -0.24 0.80 -0.74
O -2.46785 2.17864 -4.88271 1.31 0.00 -0.47
C -3.22282 1.70013 -3.80252 -0.26 -1.20 -0.39
N 0.00781 2.92174 -5.88083 -0.71 0.00 0.39
H -0.22463 0.31607 -7.93442 0.37 -0.31 -0.19
H 1.08548 0.66636 -6.75279 -0.44 -0.23 0.44
H 0.91038 1.67413 -8.09833 -0.50 0.40 -0.12
H -1.34237 2.51245 -7.36770 -0.38 -0.29 -0.06
H -0.92996 0.69681 -4.95424 -0.26 -0.16 0.53
H -2.43242 0.49151 -5.93632 0.44 -0.47 -0.63
H -3.05106 2.28599 -2.89954 -0.35 0.11 -0.15
H -3.05116 0.64579 -3.58575 0.98 -0.21 0.30
H -4.25365 1.56009 -4.12791 -0.54 1.03 0.26
H 0.73288 2.37322 -5.44093 0.39 0.12 0.30
H -0.68369 3.02305 -5.15167 0.46 1.41 0.94
```
Positions in Å, forces in eV/Å.

Energy, hartree: -4253.81380
Total charge: 0
Spin multiplicity: 2
Kohn-Sham gap (alpha / beta), eV: 6.94 / 1.67
F_max, eV Å⁻¹: 5.5

---

(2)
Below is a single C4H5NO2 molecule, with properties calculated with ωB97M-V with the def2-TZVPD basis set.

XYZ file:
```
12
Properties=species:S:1:pos:R:3:forces:R:3
C -1.51827 -0.35842 -0.73890 -0.10 -0.01 -0.05
C -0.19701 0.10013 -0.24104 -0.12 0.18 0.20
C 0.21065 1.31718 0.11842 -0.30 -0.15 -0.01
O 1.42808 1.24123 0.76767 0.19 -0.36 0.16
C 1.77454 -0.09943 0.87847 0.20 0.04 -0.21
O 2.73769 -0.52460 1.46216 -0.48 0.34 -0.31
N 0.80893 -0.77596 0.16510 -0.05 -0.06 0.16
H -1.49766 -0.74966 -1.76026 0.07 0.03 0.12
H -1.89835 -1.14252 -0.07410 -0.02 0.08 -0.14
H -2.21695 0.48034 -0.69787 0.05 -0.14 -0.10
H -0.31023 2.26122 0.05367 0.35 -0.05 0.06
H 0.73913 -1.77886 0.12725 0.20 0.09 0.12
```
Positions in Å, forces in eV/Å.

Energy, hartree: -360.66683
Total charge: 0
Kohn-Sham gap, eV: 9.32
F_max, eV Å⁻¹: 0.7
Energy above the lowest of the compared OMol25 structures with the same formula, charge and spin, eV: 0.070
SMILES string: Cc1coc(=O)[nH]1

---

(3)
Below is a 2-piece molecular cluster, C4H5Cl3O overall in a non-equilibrium geometry, with properties calculated with ωB97M-V with the def2-TZVPD basis set.

XYZ file:
```
13
Properties=species:S:1:pos:R:3:forces:R:3
C 0.11885 0.66677 -0.55123 0.54 2.88 1.08
C -0.88933 -0.34269 -0.20282 -1.32 0.99 0.09
C 1.02529 0.53552 -1.58304 2.58 1.11 -0.20
C 1.99575 0.45269 2.50753 0.58 1.85 -0.22
O 0.13502 1.84576 0.01263 -0.87 -2.19 -2.22
Cl 1.04942 -0.70070 -2.72781 -0.20 -0.52 -0.20
Cl 1.16633 1.86933 2.05522 1.20 -0.60 1.78
Cl 3.71192 0.39092 2.39429 -0.66 -0.07 -0.01
H -0.63645 -1.36054 -0.35675 0.43 -0.86 -0.03
H -1.68685 -0.08869 -0.88346 -0.62 -0.33 -0.57
H -1.37550 -0.14156 0.74976 0.53 -0.11 0.31
H 1.93381 1.23285 -1.65788 -1.86 -0.90 0.13
H 1.41688 -0.41725 2.43795 -0.33 -1.24 0.05
```
Positions in Å, forces in eV/Å.

Energy, hartree: -1611.07829
Total charge: 0
Kohn-Sham gap (alpha / beta), eV: 8.72 / 6.67
F_max, eV Å⁻¹: 3.2
Energy above the lowest of the compared OMol25 structures with the same formula, charge and spin, eV: 4.174

---

(4)
Below is an isolated ion of composition C3H5O4 and charge -1 in a non-equilibrium geometry, with properties calculated with ωB97M-V with the def2-TZVPD basis set.

XYZ file:
```
12
Properties=species:S:1:pos:R:3:forces:R:3
C 0.49528 -1.76907 -0.86302 0.52 3.97 -0.17
C -0.71210 0.57450 -0.19679 2.32 3.18 -1.83
C 0.67904 -0.20140 -0.06983 -2.38 -2.25 -1.23
O 0.04097 -1.64430 -2.02343 0.24 -0.93 0.86
O 1.04575 -2.64289 -0.19721 -0.21 -1.13 0.21
O 1.73482 0.42843 -0.80612 -0.43 0.38 0.66
O 1.01325 -0.46481 1.24558 0.94 -1.51 -0.18
H -1.03140 0.74491 -1.28658 -0.03 -1.68 1.43
H -0.62397 1.71860 -0.06717 0.67 -1.24 0.72
H -1.42487 0.31612 0.54494 -0.86 -0.89 0.13
H 1.40625 0.43051 -1.71325 0.07 -0.22 -0.05
H 1.30955 -1.47600 1.23852 -0.85 2.33 -0.56
```
Positions in Å, forces in eV/Å.

Energy, hartree: -418.32094
Total charge: -1
Kohn-Sham gap, eV: 7.77
F_max, eV Å⁻¹: 4.3
Energy above the lowest of the compared OMol25 structures with the same formula, charge and spin, eV: 1.660
SMILES string: CC(O)(O)C(=O)[O-]